No. 1
Here is 9 unconnected molecules or ions with the total composition C26H61N8O9 at a distorted geometry from the OMol25 dataset. Energies are from ωB97M-V with the def2-TZVPD basis set.

The geometry in ORCA input format:
```
! RIJCOSX wB97M-V def2-TZVPD def2/J DEFGRID3
* xyz 0 2
C -0.77 0.45 0.91
C 0.14 1.61 0.47
O 1.37 1.21 -0.08
H -0.82 -0.34 0.16
H -1.76 0.82 1.16
H -0.23 0.03 1.77
H 0.27 2.32 1.29
H -0.41 2.10 -0.32
C -0.80 0.08 -3.10
C -1.58 0.27 -4.36
O -2.70 0.76 -4.31
N -0.99 -0.05 -5.52
C -1.54 0.08 -6.86
H -0.07 -0.73 -3.11
H -1.45 -0.06 -2.24
H -0.23 0.99 -2.87
H -0.06 -0.46 -5.51
H -2.55 -0.33 -6.96
H -0.97 -0.49 -7.59
H -1.52 1.11 -7.23
C 1.57 4.97 -0.55
C 1.58 4.70 -2.07
O 1.45 5.67 -2.83
N 1.73 3.45 -2.47
C 1.83 3.02 -3.84
H 2.33 5.70 -0.27
H 1.74 4.11 0.08
H 0.65 5.49 -0.28
H 1.70 2.71 -1.78
H 2.86 2.84 -4.16
H 1.34 3.76 -4.47
H 1.38 2.04 -4.02
C 4.99 -0.73 0.54
C 4.86 -0.57 -0.98
O 5.75 -1.02 -1.70
N 3.73 -0.10 -1.47
C 3.42 0.13 -2.87
H 5.52 -1.65 0.79
H 4.01 -0.77 1.00
H 5.51 0.12 0.98
H 3.10 0.33 -0.81
H 3.92 -0.52 -3.59
H 3.66 1.13 -3.22
H 2.41 -0.20 -3.12
C -1.71 -3.92 0.41
C -1.58 -4.42 1.84
O -2.57 -4.64 2.43
N -0.35 -4.54 2.32
C -0.05 -5.11 3.55
H -1.53 -2.84 0.39
H -2.71 -4.17 0.07
H -0.97 -4.24 -0.32
H 0.41 -4.19 1.76
H -0.77 -4.80 4.31
H 0.99 -4.81 3.69
H -0.17 -6.19 3.48
C 1.42 -2.49 -1.03
C 1.72 -2.76 0.39
O 1.84 -3.86 0.79
N 1.61 -1.74 1.25
C 1.78 -1.85 2.71
H 2.30 -2.60 -1.66
H 1.07 -1.46 -1.13
H 0.67 -3.24 -1.27
H 1.51 -0.90 0.69
H 0.78 -2.09 3.09
H 2.34 -1.05 3.20
H 2.37 -2.74 2.89
C -4.17 1.98 -0.65
C -4.52 0.73 -1.44
O -4.80 0.75 -2.60
N -4.49 -0.39 -0.72
C -4.58 -1.75 -1.34
H -3.90 2.79 -1.32
H -3.29 1.94 0.00
H -5.01 2.30 -0.04
H -4.48 -0.23 0.28
H -5.39 -2.29 -0.83
H -3.64 -2.29 -1.28
H -4.91 -1.60 -2.37
C 4.93 3.13 1.42
C 4.27 2.91 2.75
O 4.79 3.25 3.82
N 3.07 2.35 2.68
C 2.27 2.03 3.84
H 6.01 2.97 1.53
H 4.87 4.13 1.01
H 4.50 2.48 0.66
H 2.78 1.87 1.84
H 1.41 1.40 3.61
H 1.99 2.91 4.42
H 2.84 1.46 4.57
C -6.06 0.46 3.97
C -4.90 -0.08 3.15
O -4.61 0.37 2.04
N -4.10 -0.99 3.70
C -2.83 -1.44 3.05
H -6.67 -0.42 4.17
H -6.61 1.14 3.31
H -5.73 0.87 4.92
H -4.37 -1.43 4.57
H -2.08 -0.65 3.04
H -2.95 -1.80 2.03
H -2.39 -2.15 3.74
*
```

For the orbital gap (alpha / beta), the calculation gives 8.91 / 5.05 eV. For the HOMO energy (alpha / beta), the calculation gives -8.9 / -8.9 eV. The lowest unoccupied orbital energy (alpha / beta) is 0.04 / -3.82 eV.

No. 2
Here is a molecular structure, C26H62Br6O16P4 at a distorted geometry from the OMol25 dataset. Energies are from ωB97M-V with the def2-TZVPD basis set.

The geometry in ORCA input format:
```
! RIJCOSX wB97M-V def2-TZVPD def2/J DEFGRID3
* xyz 0 1
C -0.58 6.85 -1.54
Br 0.41 5.41 -0.76
Br -0.95 6.48 -3.40
Br 0.25 8.56 -1.33
H -1.52 6.92 -1.01
C 0.07 1.73 -0.67
Br -1.28 1.27 0.62
Br -0.74 2.32 -2.31
Br 1.21 0.21 -0.96
H 0.64 2.56 -0.28
C 4.08 2.56 1.55
C 2.90 1.77 2.06
O 2.35 2.34 3.28
P 1.43 3.59 3.08
O 0.75 3.65 1.77
O 0.47 3.57 4.33
C -0.74 2.82 4.28
C -1.92 3.73 4.59
O 2.41 4.78 3.39
C 1.93 6.13 3.45
C 1.62 6.56 4.87
H 3.79 3.54 1.20
H 4.86 2.66 2.31
H 4.54 1.99 0.74
H 2.09 1.71 1.34
H 3.13 0.73 2.33
H -0.87 2.29 3.34
H -0.69 2.02 5.03
H -2.05 4.47 3.80
H -2.83 3.12 4.67
H -1.75 4.22 5.55
H 2.72 6.76 3.04
H 1.06 6.24 2.80
H 1.08 5.77 5.39
H 2.49 6.93 5.40
H 0.93 7.41 4.81
C -2.65 0.68 -5.22
C -3.21 1.99 -5.73
O -4.41 1.72 -6.46
P -4.67 2.51 -7.82
O -5.93 2.12 -8.44
O -4.51 4.02 -7.44
C -5.28 4.62 -6.35
C -6.44 5.37 -6.94
O -3.38 2.29 -8.70
C -3.11 0.95 -9.13
C -1.61 0.74 -9.13
H -1.69 0.83 -4.72
H -3.29 0.25 -4.45
H -2.57 -0.03 -6.04
H -3.41 2.67 -4.90
H -2.46 2.43 -6.39
H -5.56 3.80 -5.69
H -4.55 5.28 -5.87
H -7.00 5.93 -6.19
H -6.10 6.10 -7.67
H -7.10 4.65 -7.44
H -3.63 0.20 -8.52
H -3.53 0.80 -10.13
H -1.37 -0.32 -9.22
H -1.16 1.29 -9.95
H -1.20 1.08 -8.17
C 1.18 -3.21 -1.20
C 2.60 -3.58 -0.86
O 2.61 -4.41 0.31
P 3.89 -5.21 0.74
O 3.76 -5.90 2.01
O 4.25 -6.16 -0.48
C 3.49 -7.37 -0.67
C 2.61 -7.21 -1.90
O 5.00 -4.11 0.65
C 6.37 -4.46 0.90
C 7.14 -4.46 -0.40
H 1.26 -2.44 -1.97
H 0.63 -4.07 -1.57
H 0.68 -2.71 -0.37
H 3.01 -4.16 -1.70
H 3.27 -2.74 -0.73
H 4.20 -8.17 -0.84
H 2.87 -7.58 0.20
H 1.96 -8.07 -2.09
H 1.98 -6.32 -1.83
H 3.26 -7.06 -2.77
H 6.77 -3.73 1.60
H 6.42 -5.44 1.38
H 6.81 -5.28 -1.05
H 6.96 -3.53 -0.93
H 8.21 -4.57 -0.24
C -0.48 -1.76 2.24
C 0.74 -2.46 2.80
O 0.74 -2.47 4.25
P 0.11 -3.65 5.08
O 0.99 -4.73 5.46
O -1.14 -4.05 4.18
C -2.17 -4.88 4.74
C -3.47 -4.10 4.84
O -0.51 -2.91 6.34
C -1.08 -1.60 6.24
C -2.10 -1.47 7.38
H -0.68 -0.85 2.81
H -0.34 -1.50 1.19
H -1.35 -2.42 2.29
H 0.82 -3.49 2.44
H 1.67 -1.98 2.49
H -2.30 -5.71 4.04
H -1.88 -5.26 5.71
H -3.98 -4.06 3.88
H -4.15 -4.62 5.52
H -3.33 -3.07 5.15
H -0.27 -0.92 6.50
H -1.45 -1.40 5.24
H -1.55 -1.45 8.32
H -2.70 -0.57 7.26
H -2.75 -2.35 7.39
*
```

For the orbital gap, the calculation gives 9.96 eV. For the HOMO energy, the calculation gives -10.1 eV. The calculation puts the energy relative to the best compared isomer or geometry (same formula, charge and spin) at 0.0 kJ/mol. The lowest unoccupied orbital energy is -0.15 eV.

Going through the records in order, we get calculated total energy values of -2142.4628, -19041.6224 Eh.